ORCA calculation (ωB97M-V/def2-TZVPD) on a molecular structure, C54H134LiN12O16 at a distorted geometry.

Properties
lowest unoccupied orbital energy (alpha / beta): -1.72 / -3.93 eV
frontier orbital gap (alpha / beta): 6.78 / 4.54 eV
⟨S²⟩: 0.8045
DFT total energy: -4005.9315 hartree
HOMO level (alpha / beta): -8.5 / -8.5 eV
net charge: 0
multiplicity: 2

The geometry in XYZ format:
```
217
Properties=species:S:1:pos:R:3:forces:R:3:mulliken_charge:R:1
H 2.77237 -4.63429 1.71794 0.333 0.727 -0.183 0.2235
H -0.01589 1.79505 -1.29671 0.223 0.166 0.196 0.1626
H -0.89416 -2.67451 1.01991 -0.045 -0.212 -0.215 -0.1110
H -5.50224 -1.48569 -5.67297 0.134 -0.447 -0.343 0.3876
H -4.54276 -4.12000 -3.89978 -0.092 -0.169 -0.094 0.3175
C 0.05040 0.61284 0.50568 4.080 2.854 3.107 -0.1954
H 3.12284 1.05848 1.07337 0.417 0.264 0.376 0.1649
H 2.80230 4.86498 -0.79695 -0.150 0.036 -0.092 -0.2374
H 4.23510 7.23992 1.65043 0.150 0.022 -0.087 0.2880
C -1.84810 1.81242 -8.28967 -0.618 0.457 1.318 -0.6662
C 0.75222 0.15125 6.21647 2.368 0.701 0.494 0.3404
H -2.56307 -6.21152 -2.13654 -0.027 -0.255 -0.140 -0.2006
H -4.34902 -6.19537 -2.09084 0.025 0.313 -0.018 0.3633
H 1.90321 5.35811 -3.90178 -0.077 0.219 0.021 0.4625
C -0.24653 0.86185 -0.80443 -1.584 -1.158 -2.358 -0.6223
H 1.09122 6.82699 -1.97320 -0.424 0.061 -0.328 0.2899
H -4.13966 -1.14768 1.30192 -0.093 0.196 -0.735 0.2549
C 1.68107 -6.86190 1.65371 0.518 0.527 0.195 -0.2460
H -4.02860 -5.92766 0.53195 -0.233 -0.074 -0.102 0.6061
H -1.96142 2.90794 8.43545 -0.406 -0.891 0.181 0.3233
H -1.82907 0.97650 -5.83474 0.064 -0.655 -0.009 0.0972
H 0.52993 3.98682 2.52918 -0.448 0.428 -0.443 0.1661
H -4.69048 1.82338 1.28659 -0.107 -0.085 -0.002 0.5174
H -0.93289 2.40984 -3.71702 -0.262 -0.275 0.116 0.0294
C -1.63629 2.60929 7.43886 0.382 -0.331 0.324 -0.5144
N 2.30581 -2.35450 3.14626 0.344 0.603 -0.044 -0.6909
H 2.10788 -1.81230 3.97508 0.692 0.832 0.258 0.3663
H -1.11140 3.52874 7.17964 0.336 -0.077 -0.951 0.2771
H -1.79899 2.57867 -9.06333 0.307 -0.057 0.171 0.2742
C 5.12617 -6.23534 -1.35890 0.972 -0.362 0.139 -0.9294
O -1.45162 -2.57927 -1.59745 -0.377 0.196 -1.447 0.4172
H 1.96431 -0.21554 -2.32046 -0.364 0.706 0.092 -0.1335
H -4.86621 -0.12547 6.75417 0.348 0.186 0.293 0.4084
H 3.57292 -4.32921 -0.89730 -0.521 1.425 -0.376 0.4524
O 3.73820 -6.18840 -1.12607 -0.639 -0.086 -2.145 -0.2530
C 4.57996 1.52494 -0.34393 -0.136 0.478 0.076 -0.2824
O -0.79029 1.46280 7.46981 -0.528 0.689 0.515 -0.4634
H 0.19495 4.98271 -3.50500 0.053 -0.039 -0.273 0.1650
H 3.11136 -3.99975 4.05972 -0.128 -0.183 0.310 0.4463
O 6.70127 2.64530 0.08254 0.934 0.456 -0.081 -0.3175
H 2.80058 3.93678 1.98575 0.551 0.151 -0.339 -1.5616
H 5.55026 -7.23226 -1.23889 -0.660 -0.353 0.410 0.2831
C 7.58617 3.26895 1.04243 -0.812 -0.110 -0.645 -0.5821
H 0.28018 -3.43567 -1.73292 -0.366 -0.269 -0.286 -0.3441
H 1.50100 -2.06595 2.60855 -0.230 -0.374 -0.462 -0.0056
C 2.21829 0.88243 -4.26379 0.053 -0.258 2.151 2.5830
H 0.10072 -3.27324 4.18736 -0.066 -0.159 -0.327 0.0389
H 5.27588 3.69691 -4.38462 0.104 -0.581 0.250 0.3438
O -1.70057 -6.81736 1.03963 -0.309 0.092 1.725 -0.5561
C 1.28928 5.76334 -1.84081 -0.603 0.361 0.119 0.6120
H -3.79422 -3.64715 0.27402 -0.319 0.203 0.365 0.3366
H 0.58750 -0.23267 4.22858 -0.101 -0.032 -0.369 -0.1112
C 4.01590 2.79908 -0.97873 1.292 0.341 -0.325 1.0925
N 1.31099 0.06625 4.86679 -0.222 -0.532 0.393 -0.3223
C -2.63517 1.68698 -6.01780 -0.715 -1.398 0.488 -0.8786
O 4.46622 1.80991 -4.92287 -1.005 0.484 0.065 -0.3824
H 3.58357 0.53312 -2.53927 -0.164 -0.122 -0.128 0.1429
C -3.79376 -3.60716 -4.50318 -1.277 1.888 -0.431 -0.8928
C -3.45862 3.36843 0.40945 0.647 -1.671 0.612 -0.0702
H 8.31061 3.93243 0.57012 -0.021 -0.445 -0.603 0.2712
H -6.12091 -2.19758 -4.19590 0.031 -0.024 0.119 0.4559
H 3.59056 3.39940 -3.82217 0.174 -0.077 0.173 -0.0012
C 3.54798 4.85446 3.79440 0.079 0.443 0.588 -1.0845
C -2.68845 3.60772 1.76316 -2.290 0.689 -1.343 -0.1714
H 1.76399 -3.06914 -1.48664 0.298 1.216 -0.166 0.2046
H -4.20360 -0.00317 3.22166 0.133 0.833 0.457 0.2473
H 3.26368 2.65071 -1.75350 -0.262 -0.461 0.287 -0.1964
H -1.27214 0.54719 5.66709 -0.275 -0.064 -0.107 -0.5664
H -1.00837 7.71136 -1.43259 0.094 -0.021 0.098 0.3072
N 2.33092 2.64025 3.53000 0.304 0.858 0.510 -0.4023
C 1.22012 4.99301 -3.13484 -0.729 -0.196 -0.057 -1.0708
H -3.98829 -3.70886 -5.57085 0.051 -0.688 -0.276 0.4666
H -1.60135 -6.00278 2.99557 0.179 0.062 -0.055 0.1245
H -0.00157 -6.08474 -2.35262 -0.366 0.126 -0.629 -0.1747
C -3.69874 -0.77422 3.80363 -2.319 -2.659 0.337 0.2896
H 0.84107 4.85440 3.99536 -0.153 0.594 -0.002 0.4040
C -5.33466 -1.55892 -4.59842 -0.821 0.102 -0.536 -1.6759
H -4.21192 4.15135 0.32190 0.124 0.184 -0.045 0.5065
H 8.11898 2.51555 1.62261 -0.072 0.033 0.221 0.3060
H -1.86539 -5.21421 -5.77213 -0.505 0.503 -0.250 0.3606
C -3.44322 -6.43097 -1.53216 -0.343 0.296 1.072 -1.1838
H 5.29583 2.51866 1.46246 -0.477 -0.515 0.702 0.0895
H -5.53652 -0.53048 -4.29902 0.415 -0.057 0.563 0.3618
H -2.07975 4.34746 -0.60789 0.119 0.133 -0.660 0.0907
H 4.49512 4.34114 3.96032 0.260 -0.287 -0.475 0.4945
H -2.46116 -3.24448 3.42728 0.385 0.059 -0.134 -0.2040
H -1.16335 -5.69228 -4.31200 -0.005 0.886 0.842 0.0634
H -3.45838 1.91526 -2.72799 -0.738 1.171 -0.027 0.3537
O -4.35280 -1.06065 5.06181 0.905 2.376 -0.279 -0.4327
H -2.92228 2.64660 4.19080 0.123 -0.364 0.750 -0.0148
C -2.07435 -5.23886 -4.70263 -0.807 -0.793 -0.122 -1.0067
H 5.51220 6.09322 2.03110 0.174 -0.155 0.444 0.2773
N 1.19402 -3.59807 -2.13121 0.505 0.162 0.760 -0.3742
H 0.38981 0.13849 -3.81178 0.233 -0.106 0.063 -0.2376
H 0.74412 -4.71195 5.03286 -0.085 -0.463 -0.635 0.4423
H 5.48728 -5.99662 -2.35926 -0.627 0.493 -0.363 0.3590
H -2.58835 0.95110 -3.40419 0.023 -0.701 -0.260 -0.7651
O -2.51542 -3.99574 -4.14271 2.254 -0.212 0.084 0.3855
H -2.56316 7.25025 -0.73771 -0.115 -0.923 -0.519 0.3666
H 1.63895 -7.91922 1.91527 0.074 0.199 0.624 0.3068
C -4.17584 2.01085 0.34420 0.158 0.714 0.644 -1.1669
C -1.91700 -5.61285 0.38318 -0.742 -0.174 -1.084 1.1910
H 0.44722 4.14453 -0.70648 -0.955 -0.309 -0.244 -0.4141
H 1.51872 3.96985 -2.90661 -0.062 -0.260 -0.084 0.0560
O 3.79713 6.19573 3.29341 -0.214 -1.668 -0.539 -0.3882
C 0.99435 -3.74542 4.59548 -0.246 -0.608 1.245 -1.1456
C 0.28640 5.21878 -0.79725 -0.596 2.274 0.492 0.3788
O 0.82162 1.54480 1.03998 -2.773 -3.062 -0.655 0.0618
O -1.24635 -0.07827 -2.75245 -0.062 -0.098 -1.367 0.0606
H 3.17518 5.00484 4.80757 -0.216 0.142 0.056 0.3359
H 3.21347 2.14962 3.55245 0.358 0.002 0.166 0.3333
C 3.22633 1.22066 -5.42104 -0.033 0.370 1.420 -1.1153
H -2.33888 4.25046 4.34549 -0.177 0.712 -0.219 0.2806
H 2.69581 0.64867 -0.36540 0.374 0.077 -0.575 -0.0793
H -2.44828 2.35607 6.75720 -0.380 0.646 0.101 0.0704
H -2.13864 3.70804 -3.28176 0.249 -0.436 0.636 0.1905
H -3.54278 -7.49009 -1.29459 0.535 -0.057 0.008 0.4193
H -2.59759 1.08771 -8.60773 0.071 -0.344 0.027 0.2944
C -4.14646 -2.05050 3.02808 1.321 -0.857 0.388 -0.2377
N -3.71153 -4.19848 -0.56818 -0.295 0.497 -0.309 -0.5357
H 3.64488 3.51964 -0.24987 0.093 -0.352 0.315 -1.3152
H 3.49606 0.37159 -6.04909 0.012 -0.155 0.329 0.3519
N -3.71471 -1.99074 1.66075 -0.429 0.638 -1.070 -0.3971
H 2.35712 1.67181 6.68109 -0.431 0.225 -0.454 0.2232
C -0.72422 -1.75510 0.47935 -0.945 -1.738 -3.844 0.1556
H 4.84492 3.25865 -1.51690 0.064 0.439 0.054 0.5779
H -1.71317 -4.72314 0.97898 -0.323 0.057 0.646 0.1027
C 2.73559 0.06394 -3.03818 0.850 -0.524 -1.285 -1.0006
H -0.88407 1.35900 -8.05909 0.093 -0.240 -0.489 0.2411
H -3.07774 -0.12847 6.39743 -0.060 -0.166 0.431 0.2788
C 2.50556 4.02448 3.03140 1.050 -0.377 -0.818 2.6674
H 0.48426 5.61752 0.19771 0.685 0.086 0.027 0.0494
H -3.18902 -6.67595 2.57693 -0.095 -0.121 -0.166 0.3034
C 1.92316 -4.64640 2.40116 0.851 -0.182 0.442 0.2904
H -3.41361 1.24363 0.20828 -0.059 -0.289 -0.165 -0.1229
C -1.49390 7.03902 -0.72525 1.287 -0.938 0.395 -1.1220
H -3.61212 -3.42776 4.65912 -0.438 -0.035 -0.023 0.4849
H -3.74281 -1.89849 -3.22656 -0.298 -0.011 0.451 -0.1675
N 0.98020 0.20750 -4.62834 -0.167 -0.292 -1.262 -0.5673
C -1.06314 -1.63693 -0.92712 1.014 1.773 1.719 0.2458
H 1.52759 1.02562 4.63700 0.235 0.145 -0.378 0.4237
N 3.52240 0.71685 0.21097 -0.299 -0.920 0.982 -0.3714
H -3.58620 1.22093 -6.27556 -0.056 -0.947 -0.102 0.4202
H 5.69569 -5.61869 -0.66356 -0.143 0.410 0.176 0.3381
H 6.20221 0.95516 1.10537 -0.508 -0.207 0.285 0.5552
H -1.75484 -7.77500 2.73905 -0.359 0.168 0.659 0.3185
H -4.90755 2.01266 -0.46369 0.155 -0.208 -0.079 0.4522
C -3.95027 -2.06227 -4.28402 -0.189 -0.885 1.510 1.0956
H -1.79967 2.77939 -0.81115 -0.308 -0.527 0.630 -0.6549
C -3.23515 3.68574 4.08879 0.141 -1.554 -0.127 -0.3546
C 1.93238 0.75480 7.08948 -0.442 -0.093 0.209 -1.5017
O -1.12913 5.63592 -0.99884 0.664 0.642 -0.740 -0.4012
H 0.42144 0.78741 -5.23793 0.011 0.158 -0.468 0.1071
C -2.95050 2.36143 -4.68315 1.045 1.859 0.376 0.9916
O -2.28258 2.47707 -7.09120 0.300 1.885 -0.548 -0.4685
N -3.42349 1.47050 -3.63412 -0.106 -1.735 -0.577 -0.3847
H 5.03416 0.94175 -1.14498 0.266 -0.023 -0.014 0.3867
C 1.04419 -5.98294 -2.64265 -0.115 -0.267 1.179 -1.2642
H -4.11342 1.01184 5.61827 -0.386 -0.010 -0.556 0.1068
H 2.70377 1.94746 -6.04297 0.041 0.151 -0.303 0.4331
H 1.89950 1.80100 -3.77113 0.439 0.890 -0.342 -1.2013
H -1.95051 2.81879 1.90857 0.119 -0.041 0.439 0.2076
N -2.90216 -1.35053 -4.95755 0.805 -0.266 -0.751 -0.2459
H 1.78904 2.13412 2.84422 -0.342 -0.053 -0.178 -0.2169
C 3.15401 -4.95367 -1.68639 0.348 -0.277 1.937 -1.2300
C -0.26345 -0.72476 1.19187 -0.344 2.128 5.522 0.4989
H -5.23423 -2.11738 3.04795 -0.024 0.268 0.115 0.5473
Li -1.52941 -2.34095 -3.69754 0.054 0.120 0.190 0.7662
H 1.31992 5.63588 2.38377 -0.473 0.072 0.269 0.3929
H 7.00945 3.96019 1.65698 -0.192 -0.267 0.534 0.1191
C 4.43106 6.23074 2.01273 -0.293 0.858 -0.009 -0.4101
H -2.96535 -0.36408 -4.75012 -0.224 0.031 0.207 -0.3039
H 1.66881 1.00608 8.11685 -0.393 -0.155 -0.047 0.3737
C -1.74201 3.05507 -4.05920 -0.169 2.049 -0.928 -1.1439
C 1.61169 -4.92286 -1.69624 1.044 -1.723 -0.536 1.8747
C -0.88132 -0.16629 -1.61125 0.135 -2.278 2.593 0.8302
H -3.74164 3.07792 -4.90415 0.064 0.317 0.112 0.5476
C 5.70389 1.84131 0.71227 -0.305 0.924 -1.244 -0.6563
C 2.15717 -3.70715 3.62154 -0.744 -1.063 -1.148 0.3975
H 2.55793 -6.71659 1.02276 -0.005 -0.064 -0.334 0.1979
O -3.69547 3.74384 2.76662 0.324 0.416 -0.597 -0.4813
H -1.13598 -5.57146 -0.37602 -0.111 0.051 -0.622 -0.9397
H 3.31059 5.75752 -2.04023 0.054 0.072 -0.092 0.3430
H -4.08694 3.86327 4.74532 0.231 0.248 0.033 0.3507
H 1.44306 -6.97069 -2.41164 0.364 0.031 -0.133 0.4707
H 4.04020 5.56924 1.23959 -0.344 -0.289 0.296 0.1231
H -2.27527 4.60183 1.59247 0.880 -0.042 0.360 0.3700
H 3.01702 -0.93247 -3.37885 0.471 -0.058 -0.198 0.4833
C -2.11344 -6.78958 2.44166 0.867 -0.763 -1.358 -0.5256
H 3.95665 3.73270 -5.50344 -0.171 0.107 -0.199 0.3733
H 0.77294 -6.66446 1.08413 -0.145 0.288 0.013 -0.0937
H 1.29322 -5.13408 -0.67543 -0.175 -0.159 0.120 -0.7095
H -1.29157 3.80752 -4.70653 0.194 -0.198 -0.574 0.6967
H -2.87363 -5.94607 -4.48103 0.022 -0.290 -0.348 0.4115
H 2.81132 0.11433 7.16269 -0.292 -0.543 -0.263 0.3996
O -0.29589 -0.87958 2.48818 0.716 1.448 -3.417 -0.5668
C -3.36177 -5.55297 -0.24461 1.264 -0.503 -0.248 0.1735
H -1.21653 7.26843 0.30360 0.456 0.179 0.033 0.3608
H -3.08728 -1.42854 -5.94737 0.315 0.043 -0.423 0.3533
H 0.53235 -0.84633 6.59673 -0.247 0.000 0.006 0.3839
N 2.61754 5.71714 -1.30665 0.876 0.052 1.080 -0.5239
C -3.53729 -3.33385 3.57576 0.999 0.140 0.960 -1.0058
H 1.18673 -3.20798 5.52405 0.477 0.595 -0.124 0.3494
H 1.20147 -5.73352 -3.69201 -0.121 0.055 0.074 0.3557
N -2.54303 3.45665 -0.71716 -0.773 0.599 -0.121 0.2989
C 4.32104 3.22275 -4.61166 -0.385 -0.762 -0.831 -0.5245
H 3.48891 -4.60018 -2.66157 0.519 -0.617 -0.210 0.4998
H -3.78139 -4.28498 3.10260 -0.622 0.293 -0.189 0.2651
C 1.19589 4.72706 2.97263 -0.388 -0.713 0.448 -1.5663
C -0.44765 1.05774 6.16474 0.290 0.152 0.717 0.7912
H -2.72337 -1.79984 1.63079 0.251 -0.069 0.151 -0.1398
H -2.91880 -3.77134 -1.02560 0.027 -0.008 -0.397 -0.3783
H 1.05409 -4.34202 1.81792 -0.549 0.206 -0.008 -0.4826
O 1.82889 -5.99392 2.79143 -0.920 -1.032 0.171 -0.4593
H -0.19116 1.93306 5.56798 0.123 0.226 -0.171 0.1665
H -2.62805 -0.59976 3.90982 0.135 -0.192 -0.112 -0.1109
C -4.08626 -0.00808 6.00184 -0.275 -0.889 0.184 -0.5917
```
Positions in Å, forces in eV/Å.